Entry 1:
One molecule with the formula C9H9NO2 at a distorted geometry, computed with ωB97M-V with the def2-TZVPD basis set.

The charge is 0. The HOMO energy is -8.19 eV. The energy is -15060.1463 eV.

Last column: Löwdin charge in e.
Cartesian coordinates (Å):
1 C 1.98171 -1.04210 -0.57716  -0.181
2 C 0.64890 -1.63443 -0.23155  -0.205
3 C 0.26293 -1.09835 1.27390  -0.006
4 C -0.57573 0.14477 0.72306  -0.177
5 C -0.94586 1.16505 1.52077  -0.058
6 C -1.56071 2.18952 0.88674  -0.112
7 C -1.81071 2.19561 -0.44063  -0.153
8 C -1.37315 1.31950 -1.29913  -0.026
9 C -0.72984 0.16090 -0.67859  -0.199
10 H 3.79263 -1.92036 -0.34073  0.134
11 H 0.83834 -2.75984 -0.30632  0.153
12 H -0.27514 -1.95522 1.77232  0.120
13 H 1.27217 -0.94005 1.74568  0.122
14 H -0.95166 0.92737 2.60288  0.137
15 H -1.87489 2.99048 1.47079  0.087
16 H -2.40420 3.03031 -0.94336  0.139
17 H -1.40347 1.30265 -2.42209  0.134
18 H 0.31176 -0.93067 -2.15578  0.096
19 N -0.31782 -1.02391 -1.37686  0.085
20 O 2.86416 -2.28731 -0.04382  -0.081
21 O 2.25058 0.16605 -1.18010  -0.008



Entry 2:
One molecule with the formula C9H9NS at a distorted geometry, computed with ωB97M-V with the def2-TZVPD basis set.

The charge is 0. The HOMO energy (spin up / spin down) is -7.49 / -7.48 eV. The energy is -21801.3202 eV.

Last column: Löwdin charge in e.
Cartesian coordinates (Å):
1 C -0.67336 -0.50020 3.11388  -0.076
2 C -1.80558 -0.45191 2.30574  -0.058
3 C 0.56701 -0.23537 2.58129  -0.018
4 C -1.69760 -0.13831 0.96254  -0.029
5 C 0.69070 0.09191 1.21863  -0.257
6 C -0.45854 0.12610 0.40189  -0.141
7 C 1.92293 0.37947 0.63361  -0.561
8 C -0.27511 0.42285 -1.06328  -0.248
9 C 1.77598 0.48214 -2.38425  -0.200
10 N 0.97956 1.02268 -1.33952  -0.099
11 S 3.47810 0.50843 0.75529  0.790
12 H -0.77147 -0.73795 4.16233  0.105
13 H -2.77524 -0.66080 2.73344  0.107
14 H 1.45566 -0.25989 3.19500  0.115
15 H -2.58248 -0.10381 0.34350  0.117
16 H -0.42966 -0.52710 -1.61466  0.129
17 H -1.08297 1.10736 -1.36918  0.125
18 H 2.82889 0.66022 -2.15308  0.046
19 H 1.62206 -0.59556 -2.55823  0.075
20 H 1.55149 1.01314 -3.31853  0.078



Entry 3:
C9H9NiO6 as an isolated structure at a distorted geometry, computed with ωB97M-V with the def2-TZVPD basis set.

The charge is +1. The HOMO energy (spin up / spin down) is -12.61 / -13.16 eV. As for the expectation value of S²: 2.0127. As for the spin multiplicity: 3. The energy is -62794.1534 eV.

Last column: Löwdin charge in e.
Cartesian coordinates (Å):
1 O 0.17274 3.19630 -0.01456  0.074
2 C 0.30226 2.31671 -0.72615  0.041
3 Ni -0.07677 -0.63743 -2.65863  0.230
4 C 0.04063 -1.91854 -1.46435  -0.050
5 O -0.27429 -2.78522 -0.75950  0.235
6 C 0.52098 -1.20195 -4.30090  -0.201
7 O 0.95443 -2.03038 -5.00382  0.222
8 C 1.70000 -0.52806 -2.87237  -0.131
9 O 2.82532 -0.34942 -3.08425  0.224
10 C -1.65989 -0.40008 -1.89996  -0.042
11 O -2.64285 -0.22081 -1.33811  0.243
12 H -0.41949 -0.34693 -4.17213  0.157
13 C -0.59889 1.03471 2.95011  -0.139
14 C 0.75112 0.29536 2.82506  -0.135
15 C 0.80658 -0.21563 1.35401  -0.203
16 O -0.44582 0.09513 0.72563  -0.275
17 C -1.39127 0.53825 1.72476  -0.181
18 H -1.09661 0.79698 3.89004  0.116
19 H -0.42624 2.11824 2.86544  0.113
20 H 0.78352 -0.58238 3.49237  0.116
21 H 1.60985 0.93625 3.06149  0.115
22 H 1.64676 0.22124 0.78083  0.111
23 H 0.95988 -1.31337 1.34651  0.110
24 H -2.01420 -0.33752 1.99621  0.129
25 H -2.02775 1.31856 1.28227  0.120



Entry 4:
An isolated ion of composition C9H9O3P and charge -2 at a distorted geometry, computed with ωB97M-V with the def2-TZVPD basis set.

The charge is -2. The HOMO energy is 0.68 eV. The energy is -24910.1562 eV.

Last column: Löwdin charge in e.
Cartesian coordinates (Å):
1 C 2.96702 0.14377 1.31114  -0.181
2 C 2.34379 -0.92230 0.62708  -0.106
3 C 2.26649 1.27749 1.48367  -0.183
4 C 0.96137 -0.94091 0.42663  -0.017
5 C 0.90405 1.29011 1.24252  -0.094
6 C 0.16681 0.20684 0.76219  -0.255
7 C -0.68021 0.71898 -1.91691  -0.048
8 C -1.47086 0.08027 -1.09608  -0.340
9 C -1.25702 0.12062 0.42075  -0.208
10 O -3.24356 -1.08826 -2.84083  -0.499
11 O -2.23305 -2.57259 -1.05766  -0.525
12 O -3.97915 -0.74686 -0.41069  -0.483
13 P -2.87721 -1.16471 -1.37479  0.056
14 H 4.09388 0.21240 1.38179  0.095
15 H 2.99310 -1.84243 0.37038  0.109
16 H 2.60742 2.28488 2.01302  0.123
17 H 0.37437 -1.70738 -0.04689  0.108
18 H 0.38615 2.24293 1.50499  0.105
19 H -0.92622 0.71792 -2.98502  0.044
20 H 0.10175 1.37602 -1.53376  0.036
21 H -1.84591 1.07775 0.71340  0.137
22 H -1.65302 -0.76454 1.00506  0.125



Entry 5:
CAlLiO3 as an isolated structure at a distorted geometry, computed with ωB97M-V with the def2-TZVPD basis set.

The charge is +3. The HOMO energy (spin up / spin down) is -28.91 / -28.91 eV. As for the expectation value of S²: 0.7530. As for the spin multiplicity: 2. The energy is -13936.9456 eV.

Last column: Löwdin charge in e.
Cartesian coordinates (Å):
1 Li 2.06216 -1.63822 -3.24961  0.929
2 O 1.76800 -1.91592 -1.44545  0.031
3 O 0.44948 1.37290 0.33500  0.108
4 O 1.16742 0.37186 0.96180  0.029
5 C 1.14865 2.31971 0.30529  0.618
6 Al 1.41998 -1.07989 -0.07029  1.286



Entry 6:
One molecule with the formula CBrCl2NO2 at a distorted geometry, computed with ωB97M-V with the def2-TZVPD basis set.

The charge is 0. The HOMO energy is -10.95 eV. The energy is -101705.1806 eV.

Last column: Löwdin charge in e.
Cartesian coordinates (Å):
1 C 0.49076 -0.03539 -0.42311  -1.452
2 N -0.45822 -0.01804 0.83976  -0.605
3 O -0.65350 0.97153 1.40278  0.091
4 O -0.83378 -1.10517 1.08068  0.024
5 Cl 1.06554 -1.61881 -0.69557  0.716
6 Cl 1.53670 1.30568 -0.50925  0.671
7 Br -1.14749 0.50019 -1.69528  0.555



Entry 7:
A 2-piece molecular cluster, CBrClOS overall at a distorted geometry, computed with ωB97M-V with the def2-TZVPD basis set.

The charge is 0. The HOMO energy (spin up / spin down) is -9.69 / -8.96 eV. The energy is -96481.3270 eV.

Last column: Löwdin charge in e.
Cartesian coordinates (Å):
1 C 0.53193 -0.10329 0.70760  -0.730
2 O 0.16581 0.96410 1.16261  -0.029
3 S -0.72379 0.84307 -2.42914  -0.043
4 Cl 1.60221 -0.57424 -0.42117  0.707
5 Br -1.40017 2.84154 -1.74782  0.096



Entry 8:
A 2-piece molecular cluster, CBrFI2 overall at a distorted geometry, computed with ωB97M-V with the def2-TZVPD basis set.

The charge is 0. The HOMO energy is -9.37 eV. The energy is -89995.3832 eV.

Last column: Löwdin charge in e.
Cartesian coordinates (Å):
1 C 2.54200 -0.10156 -0.13007  -0.640
2 F 2.65214 0.44575 -1.29884  -0.060
3 Br 0.96123 -0.83990 0.30583  0.691
4 I -3.40636 -1.08509 0.49293  0.003
5 I -2.74900 1.58081 0.63015  0.006



Computed energy above the lowest of the compared OMol25 structures with the same formula, charge and spin, in the same sequence as the records: 4.511; 2.639; 0.000; 0.000; 0.000; 0.504; 3.072; 0.519 eV.